[1]
The following is a quantum chemistry calculation of 5 unconnected molecules or ions with the total composition C27H23F3N2O9P, from OMol25.

```
65
Properties=species:S:1:pos:R:3:mulliken_charge:R:1
N -5.7739 -4.8550 0.3729 -0.82
P -5.1018 -4.1373 -0.8680 0.35
N -5.4656 -2.6310 -1.2136 -0.70
C -4.4828 -1.6008 -1.3695 -0.45
C -3.5064 -1.4607 -0.1715 -0.27
O -3.6155 -0.2029 0.5140 -0.54
C -2.0369 -1.5601 -0.5380 0.90
F -1.7688 -2.5573 -1.4006 -0.27
F -1.5533 -0.4368 -1.0994 -0.31
F -1.2564 -1.7945 0.5476 -0.34
H -6.2121 -5.7313 0.1122 0.20
H -5.2590 -4.9673 -2.0226 -0.01
H -3.6747 -4.1812 -0.7728 0.00
H -3.8916 -1.6535 -2.3065 0.21
H -5.0021 -0.6294 -1.4078 0.31
H -3.7109 -2.2748 0.5344 0.48
H -4.2394 -0.3312 1.2386 0.35
C 3.7625 1.1541 0.1131 -0.40
C 3.9704 1.3549 -1.1843 -0.54
C 2.9528 0.9667 -2.1949 0.29
O 3.1587 1.1538 -3.3783 -0.59
C 1.6927 0.3561 -1.7084 -0.11
C 1.4865 0.1477 -0.4097 -0.15
C 2.5027 0.5327 0.5989 0.18
O 2.3206 0.3581 1.7860 -0.58
H 4.4844 1.4238 0.8738 0.46
H 4.8772 1.8028 -1.5708 0.42
H 0.9557 0.0966 -2.4585 0.52
H 0.5754 -0.2973 -0.0326 0.44
C 0.2542 -6.3306 1.9801 -0.38
C 1.5555 -6.0756 2.0826 -0.37
C 2.2560 -5.2237 1.0881 0.41
O 3.4477 -5.0052 1.1802 -0.59
C 1.4463 -4.6535 -0.0140 -0.36
C 0.1445 -4.9064 -0.1208 -0.21
C -0.5569 -5.7736 0.8629 0.24
O -1.7372 -6.0108 0.7618 -0.50
H -0.2817 -6.9478 2.6903 0.42
H 2.1688 -6.4694 2.8836 0.40
H 1.9782 -4.0235 -0.7162 0.45
H -0.4732 -4.4963 -0.9086 0.45
C 2.2783 4.0271 6.1428 -0.35
C 1.0413 4.5138 6.1465 -0.38
C 0.0005 3.9793 5.2293 0.38
O -1.1229 4.4360 5.2322 -0.54
C 0.3929 2.8758 4.3188 -0.41
C 1.6306 2.3848 4.3129 -0.36
C 2.6721 2.9288 5.2208 0.29
O 3.8078 2.5030 5.2164 -0.55
H 3.0568 4.3990 6.7970 0.40
H 0.7276 5.3149 6.8040 0.40
H -0.3850 2.4975 3.6670 0.50
H 1.9325 1.5834 3.6506 0.64
C 1.2104 3.3909 -4.6130 -0.34
C 1.9589 4.4045 -5.0403 -0.32
C 1.4379 5.7932 -5.0588 0.40
O 2.1168 6.7199 -5.4513 -0.57
C 0.0492 6.0115 -4.5774 -0.35
C -0.6996 5.0012 -4.1446 -0.39
C -0.1752 3.6101 -4.1254 0.32
O -0.8506 2.6897 -3.7209 -0.52
H 1.5711 2.3708 -4.5837 0.51
H 2.9745 4.2706 -5.3909 0.43
H -0.3046 7.0345 -4.6009 0.40
H -1.7125 5.1316 -3.7850 0.42
```

Charge ... -1
HOMO-LUMO gap ... 3.77 eV
E ... -67216.827 eV
HOMO ... -3.821 eV

***

[2]
The following is a quantum chemistry calculation of 2 unconnected molecules or ions with the total composition C2ClNOS2, from OMol25.

```
7
Properties=species:S:1:pos:R:3:mulliken_charge:R:1
C 0.6647 0.7930 -0.4373 0.30
C -1.0072 -1.0794 -0.1131 0.63
N 1.7499 0.3871 -0.0761 -0.13
O -0.2597 -1.5567 0.6882 -0.39
S -2.3519 -0.8066 -0.8179 -0.26
S 2.7333 -0.6476 0.5453 -0.10
Cl -0.0987 2.1382 -1.0667 -0.06
```

Charge ... 0
HOMO-LUMO gap (spin up / spin down) ... 7.44 / 7.44 eV
E ... -39801.672 eV
ΔE to the lowest compared entry with this formula, charge and spin ... 8.8 kcal/mol
SMILES string ... [S-][N+]#CCl.O=C=S
HOMO (spin up / spin down) ... -8.899 / -8.897 eV